Entry 1:
Molecular formula: C46H48AsN3Tm
Method: DFT, ωB97M-V/def2-TZVPD

Structure (XYZ):
```
99
Properties=species:S:1:pos:R:3:forces:R:3
Tm 0.760 0.082 -0.309 -2.9 -0.1 1.7
N 1.630 -3.046 1.488 -0.3 -0.6 0.4
N 1.412 -1.842 -1.989 -0.5 -0.2 -1.4
C 1.802 2.157 -1.119 1.1 0.3 1.3
C 2.881 1.260 -0.775 -0.5 1.0 0.9
C 2.828 1.038 0.649 0.0 1.3 -0.8
C 3.720 0.164 1.460 0.2 -0.3 0.2
H 4.627 -0.100 0.900 -0.1 0.0 0.2
H 3.223 -0.777 1.746 0.2 0.1 0.0
H 4.016 0.670 2.388 0.1 -0.1 -0.1
C 1.774 1.843 1.187 0.4 0.2 -1.2
C 1.554 2.119 2.634 -0.2 -0.1 0.2
H 2.190 2.950 2.988 -0.2 -0.2 -0.1
H 1.772 1.237 3.240 0.0 0.1 0.1
H 0.512 2.385 2.828 0.0 0.1 0.1
C 1.118 2.507 0.095 1.5 -0.3 -0.1
C 0.017 3.493 0.236 -0.4 0.2 0.0
H -0.768 3.113 0.902 0.2 0.2 -0.1
H -0.463 3.694 -0.729 0.1 0.1 0.2
H 0.386 4.441 0.653 -0.1 0.0 -0.1
C 3.968 0.818 -1.699 0.1 -0.2 -0.1
H 4.842 1.489 -1.633 -0.2 -0.2 0.0
H 3.631 0.822 -2.741 0.0 0.0 0.1
H 4.312 -0.199 -1.468 0.0 0.1 -0.1
C 1.606 2.828 -2.432 -0.1 0.0 -0.4
H 0.544 3.020 -2.620 0.1 0.1 0.0
H 1.955 2.203 -3.264 0.0 0.2 0.1
H 2.142 3.793 -2.470 -0.2 -0.2 -0.1
C 1.108 -3.915 2.355 -0.5 0.0 -0.6
H 1.584 -3.966 3.337 -0.1 0.0 -0.2
C -0.024 -4.688 2.085 0.2 -0.1 0.5
H -0.391 -5.358 2.864 -0.1 0.2 -0.3
C -0.667 -4.529 0.854 0.3 0.4 -0.4
H -1.599 -5.059 0.653 0.2 0.1 0.0
C -0.117 -3.669 -0.095 -0.4 -0.3 0.6
H -0.588 -3.491 -1.064 0.1 -0.1 0.3
C 1.056 -2.956 0.257 1.2 1.0 -1.1
C 1.751 -2.025 -0.619 0.5 -1.4 1.1
H 2.796 -1.783 -0.369 -0.5 -0.3 -0.1
C 0.813 -0.678 -2.464 1.2 -1.0 -0.7
C 1.739 -2.695 -3.056 -0.1 0.5 0.9
H 2.218 -3.644 -2.914 -0.1 -0.1 0.1
C 1.391 -2.054 -4.173 0.1 0.0 -0.7
H 1.446 -2.384 -5.195 0.0 0.1 0.0
N 0.905 -0.799 -3.815 -0.1 -0.5 0.1
C 0.713 0.272 -4.725 -0.2 0.4 -0.1
C 1.713 0.585 -5.661 -0.6 0.3 0.2
C 1.509 1.694 -6.494 -0.1 -0.4 0.2
H 2.290 1.931 -7.217 -0.2 0.1 0.1
C 0.360 2.480 -6.405 0.0 -0.1 0.4
C 0.176 3.664 -7.316 -0.1 0.2 -0.1
H -0.357 4.475 -6.809 0.1 -0.1 -0.1
H -0.408 3.405 -8.207 0.1 0.0 0.1
H 1.140 4.051 -7.660 -0.1 0.0 0.1
C -0.598 2.160 -5.436 0.5 -0.2 -0.3
H -1.483 2.786 -5.339 0.1 -0.1 0.0
C -0.445 1.055 -4.595 0.3 0.1 -0.5
C -1.484 0.742 -3.577 -0.7 0.3 0.0
H -1.626 -0.331 -3.433 0.1 0.2 0.1
H -2.440 1.171 -3.898 0.1 -0.1 0.0
H -1.261 1.193 -2.595 0.0 -0.3 -0.1
C 3.001 -0.177 -5.750 0.6 0.0 -0.4
H 2.855 -1.206 -6.110 0.2 0.4 0.1
H 3.569 -0.223 -4.805 -0.4 0.0 -0.3
H 3.636 0.338 -6.483 0.0 -0.2 0.2
C -5.005 2.453 3.920 0.2 -0.2 0.0
C -4.132 2.916 2.931 0.0 0.0 0.0
C -3.083 2.114 2.471 -0.4 -0.2 0.6
C -2.893 0.842 3.029 0.2 0.3 -0.6
C -3.798 0.350 3.979 -0.2 0.3 0.1
C -4.841 1.166 4.444 0.3 0.0 -0.3
As -1.327 -0.189 2.352 -0.5 0.0 0.2
C -0.466 -0.453 4.138 0.0 -0.1 0.0
C 0.755 -1.140 4.178 0.0 -0.1 0.3
C 1.464 -1.272 5.378 -0.3 0.3 0.0
C 1.010 -0.619 6.532 0.0 -0.2 -0.1
C -0.171 0.119 6.484 -0.1 0.0 -0.3
C -0.917 0.181 5.299 0.3 0.0 0.3
C -2.457 -1.796 2.117 0.4 -0.1 0.1
C -2.658 -2.714 3.147 -0.4 -0.2 -0.3
C -3.684 -3.660 3.019 0.1 0.1 0.1
C -4.511 -3.660 1.891 0.1 0.1 0.0
C -4.260 -2.770 0.839 0.2 0.0 0.2
C -3.204 -1.859 0.932 -0.3 -0.3 0.5
H -5.811 3.091 4.288 0.2 -0.2 -0.1
H -4.267 3.918 2.520 0.0 -0.3 0.1
H -2.413 2.456 1.681 -0.2 0.0 0.3
H -3.689 -0.659 4.391 0.0 0.4 -0.2
H -5.514 0.795 5.217 0.1 0.1 -0.2
H 1.150 -1.584 3.262 -0.1 0.1 0.3
H 2.370 -1.878 5.416 -0.1 0.2 -0.1
H 1.575 -0.691 7.467 -0.2 0.0 -0.4
H -0.529 0.649 7.366 0.1 -0.1 -0.2
H -1.849 0.738 5.290 0.2 -0.1 0.1
H -2.034 -2.683 4.046 -0.2 0.0 -0.3
H -3.843 -4.388 3.819 0.0 0.2 -0.2
H -5.354 -4.351 1.829 0.3 0.1 0.0
H -4.897 -2.780 -0.048 0.2 0.0 0.2
H -2.984 -1.175 0.108 0.0 0.0 0.2
```
Positions in Å, forces in eV/Å.

The total energy is -5266.80284 Ha. As for the gap between HOMO and LUMO (spin up / spin down): 2.07 / 4.84 eV. The net charge is -1. As for the expectation value of S²: 2.018. Its multiplicity is 3. The HOMO energy (spin up / spin down) is 0.010 / -2.311 eV. As for the molecular weight: 886.77 g mol⁻¹.

Entry 2:
Molecular formula: C46H48N3OPRu
Method: DFT, ωB97M-V/def2-TZVPD

Structure (XYZ):
```
100
Properties=species:S:1:pos:R:3:forces:R:3
Ru 0.236 -0.116 -0.092 -4.3 -3.3 0.5
N -0.872 -2.002 0.970 1.1 2.2 -0.1
N -0.071 -2.729 -1.617 -0.1 2.3 -2.4
C 1.330 1.660 -0.551 0.1 0.0 0.2
C 2.208 0.545 -0.289 0.5 0.0 0.9
C 1.968 0.107 1.066 1.2 1.5 0.5
C 2.545 -1.087 1.732 0.0 -0.5 0.2
H 3.171 -1.650 1.038 0.0 0.0 0.1
H 1.724 -1.743 2.041 0.1 -0.1 0.0
H 3.124 -0.870 2.635 0.0 0.2 -0.1
C 0.976 0.967 1.646 0.8 0.6 -0.2
C 0.553 0.950 3.071 -0.3 -0.1 0.3
H 1.344 1.272 3.762 0.0 0.1 -0.3
H 0.290 -0.059 3.396 -0.1 0.0 0.0
H -0.320 1.587 3.216 0.0 -0.1 0.0
C 0.556 1.901 0.638 0.9 0.3 0.7
C -0.444 2.979 0.838 -0.4 0.3 0.2
H -1.367 2.561 1.263 0.1 0.1 -0.1
H -0.674 3.482 -0.104 -0.1 -0.1 0.0
H -0.073 3.746 1.529 0.0 -0.1 0.0
C 3.197 -0.079 -1.209 0.2 -0.5 -0.3
H 4.160 -0.258 -0.711 -0.1 0.2 -0.1
H 3.361 0.531 -2.100 0.1 0.0 0.1
H 2.822 -1.057 -1.537 0.2 0.1 -0.1
C 1.322 2.530 -1.761 -0.2 0.2 -0.4
H 0.336 2.536 -2.239 0.3 0.1 0.1
H 2.051 2.191 -2.502 -0.1 0.0 0.0
H 1.565 3.570 -1.509 0.0 -0.2 0.1
C -1.480 -1.799 2.145 -0.8 -0.4 1.6
H -1.339 -0.804 2.568 -0.2 -0.4 0.0
C -2.283 -2.760 2.772 1.0 2.1 0.0
H -2.708 -2.576 3.753 0.1 0.1 -0.3
C -2.636 -3.902 2.055 -0.9 -1.7 -0.4
H -3.487 -4.509 2.369 0.3 0.0 0.0
C -1.919 -4.203 0.916 1.2 1.3 -0.9
H -2.124 -5.070 0.282 0.2 0.0 0.4
C -0.923 -3.273 0.472 -2.3 -2.3 1.5
C -0.014 -3.576 -0.548 0.9 -1.0 0.6
H 0.667 -4.439 -0.545 -0.3 0.5 -0.4
C -0.155 -1.302 -1.601 1.4 -1.6 -2.4
C -0.269 -3.216 -2.910 -0.1 0.1 0.6
H -0.351 -4.273 -3.088 0.0 0.0 0.0
C -0.440 -2.165 -3.713 0.5 0.1 -0.5
H -0.618 -2.114 -4.777 0.0 0.0 0.2
N -0.251 -1.014 -2.953 -0.5 -0.6 0.3
C -0.173 0.240 -3.636 -0.2 0.4 -1.0
C 0.833 0.431 -4.610 -0.2 0.4 0.4
C 0.788 1.566 -5.430 -0.4 0.0 0.0
H 1.584 1.723 -6.169 -0.3 -0.1 0.3
C -0.281 2.467 -5.382 0.1 -0.3 0.6
C -0.340 3.664 -6.283 0.0 0.2 -0.2
H -0.404 4.592 -5.705 0.1 -0.1 -0.1
H -1.220 3.638 -6.933 0.0 -0.1 0.1
H 0.539 3.711 -6.926 0.0 0.1 0.0
C -1.292 2.241 -4.443 0.1 -0.5 0.1
H -2.162 2.909 -4.401 0.4 -0.3 0.0
C -1.254 1.130 -3.580 0.0 0.1 -0.2
C -2.408 0.853 -2.668 -0.4 0.2 0.4
H -2.936 -0.075 -2.944 0.2 0.3 0.0
H -3.116 1.692 -2.724 0.1 -0.3 0.1
H -2.105 0.743 -1.612 0.0 0.0 -0.3
C 1.957 -0.538 -4.816 0.7 -0.2 -0.2
H 1.596 -1.518 -5.161 0.2 0.2 0.2
H 2.572 -0.689 -3.915 -0.4 -0.1 -0.2
H 2.635 -0.148 -5.593 -0.3 -0.2 0.3
O -2.659 1.035 2.072 0.1 0.0 0.2
P -3.656 0.984 3.201 -0.7 1.7 -1.4
C -4.796 -0.389 2.926 0.3 0.0 0.4
C -5.618 -0.864 3.960 -0.4 -0.3 0.0
C -6.462 -1.955 3.744 0.1 0.2 -0.1
C -6.514 -2.561 2.486 -0.1 -0.1 0.1
C -5.703 -2.088 1.450 0.1 0.5 0.0
C -4.856 -1.000 1.661 -0.2 -0.3 -0.1
C -2.830 0.736 4.798 0.2 -0.3 0.7
C -2.862 -0.492 5.473 0.0 0.2 0.2
C -2.209 -0.653 6.696 0.1 0.2 0.1
C -1.514 0.417 7.263 -0.1 0.0 -0.2
C -1.436 1.635 6.576 -0.1 -0.1 -0.2
C -2.085 1.798 5.350 -0.1 -0.3 0.1
C -4.576 2.533 3.335 1.5 -2.3 0.0
C -5.383 2.775 4.457 -1.1 1.0 1.0
C -6.014 4.011 4.605 0.4 -1.0 0.0
C -5.853 5.004 3.631 -0.6 0.8 0.5
C -5.077 4.748 2.494 0.8 -1.1 -0.7
C -4.444 3.511 2.336 -0.4 1.5 -0.6
H -5.586 -0.395 4.946 0.0 -0.2 -0.3
H -7.077 -2.324 4.568 0.1 0.1 -0.3
H -7.188 -3.401 2.311 0.2 0.2 0.1
H -5.719 -2.571 0.471 0.0 0.1 0.3
H -4.210 -0.644 0.857 -0.1 -0.1 0.3
H -3.427 -1.327 5.064 0.2 0.3 0.1
H -2.262 -1.617 7.205 0.0 0.3 -0.1
H -1.038 0.304 8.239 -0.1 0.0 -0.3
H -0.872 2.467 7.000 -0.2 -0.2 -0.1
H -2.027 2.756 4.821 -0.1 -0.3 0.2
H -5.509 2.002 5.218 0.0 0.2 -0.1
H -6.626 4.191 5.487 0.1 0.0 -0.1
H -6.336 5.975 3.754 0.1 -0.2 0.0
H -4.965 5.512 1.725 0.0 -0.2 0.1
H -3.844 3.294 1.449 -0.1 0.1 0.3
```
Positions in Å, forces in eV/Å.

The calculation puts the relative energy (zero: lowest compared OMol25 entry of this formula, charge and spin) at 0.0 kcal per mole. The total energy is -2457.27259 Ha. As for the gap between HOMO and LUMO (spin up / spin down): 2.27 / 6.81 eV. The net charge is -1. As for the expectation value of S²: 8.787. Its multiplicity is 6. The HOMO energy (spin up / spin down) is -0.139 / -5.052 eV. As for the molecular weight: 790.95 g mol⁻¹.